Record 1
10
Properties=species:S:1:pos:R:3:forces:R:3 method="wB97M-V/def2-TZVPD" multiplicity=1 relative_energy_kcal_mol=32.64 homo_ev="-10.08 / -10.08" molar_mass_g_mol=160.0 energy_ha=-1526.5389 largest_force_ev_per_a=3.227 lumo_energy_ev="-1.1400 / -1.1399"
C 0.829528 0.033619 2.097021 -0.394 -1.104 1.627
C 0.304417 0.757304 -0.082445 2.014 -0.709 1.699
N 0.286279 -0.249573 0.901277 0.091 -0.285 -2.815
O 1.020052 1.073013 2.618574 0.356 0.867 -0.341
S -0.899439 0.790702 -1.236045 -2.051 0.072 -2.491
Cl 0.949320 -1.477012 2.990832 0.365 -0.427 0.399
Cl 2.432654 0.283804 -0.986325 -1.861 0.598 0.651
H 0.440333 1.789759 0.372575 0.170 -1.362 -0.869
H 0.370103 -1.215251 0.508125 -0.107 1.224 0.908
H -1.403594 -0.485646 -1.660771 1.417 1.126 1.232

---

Record 2
7
Properties=species:S:1:pos:R:3:forces:R:3 method="wB97M-V/def2-TZVPD" multiplicity=1 relative_energy_kcal_mol=82.12 homo_ev=-9.92 smiles="N=[SiH2].Cl" molar_mass_g_mol=81.6 energy_ha=-806.7676 largest_force_ev_per_a=3.126 lumo_energy_ev=-0.5015
N 0.197941 -0.735001 -0.423988 -0.712 -0.108 -1.640
Si -0.538540 0.689410 -0.703246 -1.771 -2.519 0.540
H -0.206620 -1.589835 -0.904686 0.420 1.331 1.201
H -2.060844 0.941445 -0.785666 0.964 -0.349 -0.368
H 0.035590 1.930848 -0.484600 1.181 1.565 0.376
Cl 1.863633 -2.062352 3.108541 -0.181 0.354 -2.319
H 1.746469 -1.846758 1.752651 0.099 -0.274 2.211

---

Record 3
69
Properties=species:S:1:pos:R:3:forces:R:3 method="wB97M-V/def2-TZVPD" multiplicity=2 relative_energy_kcal_mol=0.00 s_squared=1.05 homo_ev="-13.45 / -13.50" molar_mass_g_mol=775.9 energy_ha=-2331.5636 total_charge=+2 largest_force_ev_per_a=2.156 lumo_energy_ev="-7.1876 / -7.4039"
Re 0.052732 0.406274 0.525214 -0.991 0.613 0.683
N 0.392350 -3.518267 2.549474 0.095 -0.384 0.222
C -0.094362 -2.468490 1.894587 -0.528 1.058 -0.591
S -0.209714 -0.944211 2.756737 0.166 0.948 -0.659
N -0.492808 -2.553618 0.660847 0.922 -1.933 0.250
N -0.931054 -1.427405 0.089662 -0.905 1.509 -0.142
C -2.009272 -1.508450 -0.651862 0.779 -0.210 0.586
C -2.611930 -2.794440 -1.002958 -0.105 -0.603 -0.215
C -1.825626 -3.719602 -1.697210 -0.214 0.311 0.002
C -2.346293 -4.947942 -2.046584 -0.009 -0.089 0.000
C -3.634280 -5.293556 -1.659694 0.029 0.196 0.010
C -4.417801 -4.383710 -0.962850 -0.011 -0.213 -0.045
C -3.922951 -3.131134 -0.651059 0.406 0.243 0.075
C -2.601867 -0.245529 -1.038477 -0.169 0.347 -0.306
C -3.616592 -0.166196 -1.991933 0.256 0.021 0.220
C -4.151695 1.069689 -2.304112 0.188 0.111 0.155
C -3.680397 2.184309 -1.625330 0.087 -0.126 0.134
C -2.663798 2.025949 -0.693580 -0.190 0.423 -0.112
N -2.118098 0.849076 -0.411601 1.420 -0.392 0.273
H 0.513001 -3.459223 3.548425 0.037 -0.050 -0.127
H 0.359185 -4.429696 2.119749 -0.070 -0.006 -0.011
H -0.820792 -3.443674 -1.978194 0.140 -0.058 -0.015
H -1.744268 -5.641916 -2.613015 0.043 -0.080 -0.017
H -4.023909 -6.267828 -1.905402 -0.082 -0.110 -0.034
H -5.412906 -4.662481 -0.651769 -0.094 0.023 0.004
H -4.526765 -2.436604 -0.085397 -0.100 0.100 0.018
H -3.941869 -1.064084 -2.491700 -0.030 -0.098 -0.009
H -4.904789 1.167728 -3.069908 -0.109 -0.003 -0.036
H -4.073884 3.166396 -1.828596 -0.031 0.125 0.035
H -2.256838 2.882695 -0.174102 0.050 0.064 -0.047
F 0.007833 2.402280 -4.594541 0.050 -0.035 0.045
C 0.571805 1.552584 -3.740241 0.242 -0.247 0.218
C 0.067752 1.471334 -2.447706 -0.262 0.261 -0.037
C 0.627619 0.602529 -1.526899 0.206 -0.526 0.447
C 1.720708 -0.200905 -1.927859 -0.079 0.056 -0.129
C 2.200269 -0.088508 -3.240266 -0.343 0.172 0.300
F 3.252048 -0.805380 -3.644288 -0.035 0.015 -0.040
C 1.640941 0.779930 -4.157139 -0.130 0.083 0.003
C 2.376074 -0.970291 -0.874950 0.418 -0.297 -0.212
C 3.445631 -1.844960 -1.072705 -0.089 0.024 0.019
C 4.114926 -2.381285 0.010223 -0.188 0.142 0.203
C 3.705763 -2.026709 1.288543 -0.038 0.059 -0.292
C 2.617081 -1.188737 1.421588 0.414 -0.230 0.705
N 1.941080 -0.699854 0.380193 -0.929 0.388 -0.328
H -0.744037 2.133133 -2.187922 -0.064 0.007 -0.083
H 2.043837 0.857789 -5.155006 -0.005 -0.006 -0.088
H 3.756945 -2.100411 -2.069550 -0.013 0.056 -0.036
H 4.958519 -3.038035 -0.142271 0.006 -0.088 -0.009
H 4.208651 -2.402652 2.164119 0.030 0.055 0.120
H 2.287517 -0.893933 2.409821 -0.067 -0.031 -0.187
N -1.035731 2.096371 2.212587 0.272 -1.239 -0.423
C -0.048769 3.029315 2.674602 0.443 0.445 0.166
C -0.337059 3.999340 3.606879 0.022 -0.440 -0.331
C 0.660134 4.857965 4.086319 0.353 0.047 -0.015
C 1.949152 4.724491 3.645966 -0.275 -0.004 0.080
C 2.271870 3.776196 2.655112 -0.311 -0.291 -0.157
C 3.575974 3.653435 2.137697 -0.143 -0.246 -0.291
C 3.775902 2.835990 1.055844 -0.015 0.218 0.218
C 2.702562 2.101890 0.547232 0.096 -0.053 -0.122
N 1.491993 2.077855 1.087751 -0.316 -0.580 -0.383
C 1.251456 2.930493 2.127067 -0.057 0.544 0.521
H -1.922122 2.575199 2.064814 0.038 -0.244 -0.264
H -1.207137 1.406146 2.946159 -0.151 0.089 -0.089
H -1.344336 4.092374 3.987398 -0.107 -0.022 0.035
H 0.403855 5.609825 4.814644 -0.004 0.072 0.090
H 2.736234 5.358358 4.021747 0.067 0.108 0.084
H 4.387704 4.212315 2.581176 0.029 0.104 -0.028
H 4.743199 2.749357 0.587843 0.053 -0.019 -0.074
H 2.861446 1.511106 -0.343343 -0.097 -0.090 0.059